This record from OMol25 describes a cluster of 2 separate species, C8H10F3N in total at a distorted geometry. The level of theory is ωB97M-V/def2-TZVPD.

Geometry as XYZ:
```
22
Properties=species:S:1:pos:R:3
C -2.09493 1.98093 -0.63104
C -1.89941 2.07612 0.83159
C -1.35077 0.89065 -1.02783
C -1.07429 1.01440 1.24847
C 0.21854 -1.49967 -1.30937
C 0.49481 -1.72639 1.09480
C 0.08577 -0.85790 -0.01975
C 2.30299 0.43145 -0.09344
N -0.78891 0.22280 0.11622
F 2.95880 -0.15155 0.97900
F 2.16864 1.79381 0.11965
F 2.89305 0.12601 -1.23560
H -2.36310 2.77291 -1.27918
H -2.20525 2.90610 1.51485
H -1.21667 0.38458 -1.97330
H -0.75604 0.79232 2.35376
H 0.98940 -1.15838 -1.93347
H -0.82957 -1.44167 -1.83782
H 0.53430 -2.61549 -1.11391
H 0.83511 -1.15129 2.06946
H -0.34026 -2.48550 1.40385
H 1.43781 -2.30426 0.72305
```

Output
ΔE to the lowest compared entry with this formula, charge and spin: 3.343 eV
HOMO energy (spin up / spin down): -8.282 / -7.316 eV
E: -665.03601 hartree

natural (NBO) atomic charge list, values in e, 2 entries: -0.28, -0.28

=====

This record from OMol25 describes a structure of composition C3H7IN2S at a distorted geometry. The level of theory is ωB97M-V/def2-TZVPD.

Geometry as XYZ:
```
14
Properties=species:S:1:pos:R:3
C -1.02215 0.56412 0.19119
C 1.05201 1.35343 -0.96435
C -0.05964 1.45866 0.10712
N -0.99540 -0.74171 -0.21191
N 0.81217 -2.31923 1.50316
S -0.67075 -2.51953 1.21738
I -2.69032 0.83883 1.59626
H 0.73640 0.73858 -1.83708
H 1.34240 2.39435 -1.15481
H 1.96695 0.85316 -0.54598
H -0.00231 2.38193 0.64460
H -0.13241 -1.17375 -0.71945
H -1.90481 -1.16282 -0.66629
H 1.56785 -2.66602 0.84016
```

Output
ΔE to the lowest compared entry with this formula, charge and spin: 2.039 eV
HOMO energy: -7.659 eV
E: -923.77459 hartree

natural (NBO) atomic charge list, values in e, 2 entries: 0.09, -0.65